# 1
{"formula": "C6H8", "method": "ωB97M-V/def2-TZVPD", "e_above_lowest_ev": 4.676, "lumo_ev": -0.1, "species": ["C", "C", "C", "C", "C", "C", "H", "H", "H", "H", "H", "H", "H", "H"], "coordinates": [[-1.05239, -0.36976, 0.65786], [-0.38938, 0.96235, 0.30739], [1.12722, 0.82980, 0.07772], [2.02377, -0.19807, 0.53641], [-0.41618, -1.00078, -0.61570], [0.08922, 0.39688, -0.98348], [-2.13497, -0.28739, 0.52430], [-0.83789, -0.81802, 1.63418], [-0.79439, 1.95245, 0.50772], [1.59926, 1.75745, -0.24051], [0.39354, -1.71336, -0.45296], [1.42268, -0.93061, 1.11761], [-1.12508, -1.44884, -1.31085], [0.10480, 0.85844, -1.96712]], "atomic_forces_ev_per_a": [[-0.1, -0.1, 0.1], [-0.2, 0.0, 0.0], [0.6, 0.1, 0.2], [-0.4, 0.5, 0.3], [0.0, -0.2, -0.1], [-0.1, -0.1, -0.3], [0.2, 0.0, 0.1], [0.0, 0.1, -0.2], [0.1, -0.2, -0.1], [-0.2, 0.0, 0.0], [-0.3, -0.1, -0.1], [0.1, 0.0, -0.3], [-0.1, 0.2, 0.0], [0.2, -0.1, 0.2]]}



# 2
{"formula": "C12H27BeCaCl5NNa2O12P", "method": "ωB97M-V/def2-TZVPD", "lumo_ev": -9.9, "charge": 2, "species": ["C", "C", "C", "C", "N", "P", "O", "O", "O", "O", "C", "C", "C", "O", "C", "O", "O", "H", "H", "H", "H", "H", "H", "H", "H", "H", "H", "H", "H", "H", "H", "H", "H", "H", "Na", "O", "H", "H", "Be", "C", "O", "H", "H", "H", "Cl", "C", "C", "O", "O", "H", "H", "H", "O", "H", "H", "Na", "Ca", "C", "Cl", "Cl", "Cl", "Cl"], "coordinates": [[0.70586, 5.23395, 1.88917], [0.38778, 5.19349, 0.26070], [-0.73598, 4.09598, -0.18567], [-0.36134, 2.51921, 0.23214], [-0.62941, 2.29126, 1.69251], [-2.31380, 2.44962, 2.18799], [-3.39022, 1.74129, 1.27652], [-2.44291, 1.65356, 3.77263], [-2.83092, 4.11938, 2.50759], [-1.10796, 1.69426, -0.71074], [-0.51058, 0.39970, -1.01117], [-0.34706, -0.61725, 0.29020], [-0.64890, -2.14663, -0.31610], [1.01485, -0.67256, 0.84140], [1.29740, 2.43420, 0.05913], [1.88195, 2.67258, -1.14795], [2.22991, 2.12028, 1.16362], [-0.34821, 5.45928, 2.40169], [1.18385, 4.24552, 2.29410], [1.36757, 6.20101, 2.08302], [-0.08908, 6.26387, 0.02523], [1.38308, 5.17554, -0.39845], [-0.73271, 4.08301, -1.37977], [-1.82381, 4.40286, 0.11974], [-0.12096, 1.48120, 2.10165], [-2.12910, 2.38363, 4.40635], [-2.59384, 4.31520, 3.48251], [-1.29513, -0.16304, -1.71748], [0.47594, 0.44550, -1.68254], [-1.19393, -0.44718, 1.10553], [-0.06269, -2.17160, -1.35575], [-0.19962, -2.99864, 0.35193], [-1.78442, -2.30394, -0.59391], [1.02383, -1.51182, 1.41759], [3.67842, 2.98843, -1.19781], [-2.90095, -4.22685, -0.53731], [-3.77247, -4.31267, -0.12259], [-2.39420, -4.96786, -0.17247], [0.32873, -1.20265, 3.26535], [4.47523, -1.07401, -1.20764], [5.03919, 0.07953, -1.53294], [4.99912, -1.99625, -1.51123], [4.31539, -1.27379, -0.13443], [3.46531, -1.27274, -1.60494], [-5.57736, 0.87249, 0.97782], [3.41063, -5.54166, -2.77879], [3.88705, -4.32015, -2.01207], [4.90194, -4.50266, -1.28374], [3.20376, -3.27540, -2.20282], [4.04091, -6.41198, -2.57257], [2.38295, -5.78297, -2.49116], [3.44043, -5.34006, -3.85376], [3.60746, -1.01607, -4.40097], [3.85006, -1.94625, -4.27924], [4.08160, -0.55588, -3.69217], [-1.28770, 6.97044, -0.40243], [2.62930, -1.69885, 1.54896], [-7.01284, -4.04695, 1.34709], [-6.49622, -2.37475, 1.01355], [-6.72357, -4.42675, 3.06372], [-8.74949, -4.21530, 0.98605], [-6.08210, -5.17113, 0.32512]], "atomic_forces_ev_per_a": [[-0.8, 1.1, -0.5], [0.1, 0.8, 0.6], [0.6, -0.3, -1.7], [1.0, 1.7, -0.6], [-2.0, 0.2, -0.5], [-4.4, -2.1, 0.4], [4.1, 2.5, 2.3], [1.8, 3.8, -2.2], [2.4, -3.2, 1.4], [2.3, -0.3, 1.3], [-0.3, -1.6, -0.7], [-2.7, -1.9, -2.1], [0.7, 1.2, -1.6], [-1.2, -0.4, -0.3], [6.4, -0.9, 0.0], [-7.3, -1.4, 5.3], [-5.7, 1.4, -5.2], [2.3, -0.7, -0.9], [-0.9, 2.1, -0.9], [-1.2, -2.3, -0.3], [4.3, -4.1, 1.6], [-2.4, -0.3, 1.5], [0.0, -0.2, 2.6], [2.0, -0.8, -0.1], [-0.5, 1.0, -0.4], [-0.6, -1.8, -0.7], [-0.6, -0.2, -2.1], [1.6, 1.5, 1.8], [-1.9, 0.2, 1.9], [2.0, 0.2, -1.3], [-1.1, -0.2, 2.2], [-1.1, 1.5, -1.0], [2.4, 0.2, 1.0], [-5.3, 1.8, -1.1], [4.0, 0.0, -0.1], [0.1, -0.2, 0.4], [0.1, 0.0, -0.2], [-0.2, 0.2, -0.2], [-0.3, -0.3, 0.9], [1.9, 0.5, -1.1], [-1.2, -0.4, 0.5], [0.2, 0.2, -0.1], [-0.2, 0.1, 2.0], [-0.7, -0.2, -0.7], [0.1, 0.0, 0.1], [-0.1, -0.1, -0.2], [0.6, -2.1, -0.3], [-1.1, 1.8, 0.1], [-0.3, 0.5, 0.8], [0.0, 0.2, 0.1], [0.1, 0.1, -0.2], [-0.1, 0.0, 0.1], [0.1, 0.0, 0.3], [-0.2, 0.2, 0.0], [0.0, -0.1, -0.3], [-3.5, 2.1, -1.3], [6.5, -0.7, -0.4], [-0.4, 0.1, 0.1], [0.0, -0.4, 0.1], [0.0, 0.1, -0.4], [0.6, 0.0, 0.1], [-0.2, 0.1, 0.1]]}



# 3
{"formula": "C4H8NS", "method": "ωB97M-V/def2-TZVPD", "e_above_lowest_ev": 4.709, "lumo_ev": [-4.5, -5.4], "charge": 1, "species": ["C", "C", "C", "C", "N", "S", "H", "H", "H", "H", "H", "H", "H", "H"], "coordinates": [[0.08774, -1.50761, -1.46971], [-0.73691, -0.79765, -0.40371], [1.42779, 0.48785, -0.18464], [-0.35386, 1.02552, 1.43786], [-0.08981, 0.44023, 0.01795], [0.16830, -2.46406, -2.65673], [-1.77365, -0.65903, -0.61157], [-0.61604, -1.52100, 0.43880], [1.70988, -0.55479, -0.23456], [1.72123, 1.00557, -0.99467], [-1.23777, 1.60218, 1.22335], [-0.49342, 0.18320, 2.20765], [0.55279, 1.54856, 1.80220], [-0.36626, 1.21104, -0.57222]], "atomic_forces_ev_per_a": [[-0.4, 1.9, 0.7], [1.5, -2.8, 0.2], [-2.3, -4.0, 1.6], [0.1, -2.2, 0.5], [2.6, 2.6, 0.8], [-0.2, -0.4, -0.1], [-0.8, 0.2, -0.2], [-0.4, 0.5, -0.3], [0.9, -0.1, 0.8], [0.9, 2.4, -2.5], [-0.2, 0.5, 1.0], [-0.2, 1.1, -1.4], [-0.8, 0.1, -0.7], [-0.7, 0.0, -0.4]]}



# 4
{"formula": "C6H8FN", "method": "ωB97M-V/def2-TZVPD", "e_above_lowest_ev": 5.465, "lumo_ev": 0.5, "species": ["C", "C", "C", "C", "C", "C", "H", "H", "H", "H", "H", "H", "H", "H", "N", "F"], "coordinates": [[0.91950, 1.97330, -0.46833], [1.44539, 0.51788, -0.44248], [0.88886, -0.56540, 0.09410], [1.42164, -1.97645, -0.05671], [-0.52821, -0.40793, 0.66834], [-1.71118, -0.39907, -0.28159], [1.85788, 2.62906, -0.26771], [0.76275, 1.97061, -1.64945], [-0.09360, 2.11124, -0.15614], [2.29294, 0.00991, -1.01084], [2.26071, -2.16535, 0.97354], [2.14130, -2.27516, -1.14950], [0.21347, -2.64136, 0.13695], [-0.75620, -1.01462, 1.46427], [-2.68251, -0.37543, -0.87303], [-0.50196, 1.01663, 1.18779]], "atomic_forces_ev_per_a": [[3.3, -1.2, -5.0], [0.3, -1.4, 0.1], [-1.5, 0.1, -0.8], [0.3, -2.2, 1.4], [0.8, 4.2, -1.5], [2.2, -0.2, 1.6], [-2.3, -0.5, 0.0], [0.6, 0.8, 1.9], [0.5, 0.7, 0.7], [-0.2, 2.4, 0.3], [-2.8, 0.1, -3.2], [-2.8, 1.0, 3.5], [4.4, 1.1, -0.9], [-0.5, -1.4, 2.0], [-1.0, 0.0, -0.8], [-1.3, -3.4, 0.8]]}